[1]
# C17H45FN11O24P

A 12-piece molecular cluster, C17H45FN11O24P overall in a non-equilibrium geometry (ωB97M-V/def2-TZVPD, the Open Molecules 2025 dataset).

Last column: Löwdin charge in e.
Element x y z (Å)
C (-4.9552, -0.5880, -1.1832)  0.023
C (-4.0758, -1.8008, -1.0159)  -0.556
O (-4.4194, -2.7487, -0.3821)  0.112
O (-2.9226, -1.8576, -1.7014)  -0.007
C (-2.1083, -0.6799, -1.8986)  -0.175
C (-0.6918, -0.9991, -1.4259)  -0.179
C (-0.6734, -1.5248, 0.0133)  -0.250
C (0.6768, -1.3003, 0.7058)  -0.414
P (0.9640, 0.3940, 1.3166)  0.922
F (1.6614, 1.1308, 0.0166)  -0.420
H (-5.7547, -0.8778, -1.8757)  0.101
H (-4.4437, 0.2813, -1.5929)  0.047
H (-5.4191, -0.3513, -0.2225)  0.093
H (-2.1243, -0.4679, -2.9704)  0.119
H (-2.4827, 0.1707, -1.3236)  0.112
H (-0.2950, -1.7585, -2.1074)  0.091
H (-0.0830, -0.0943, -1.5413)  0.084
H (-0.9098, -2.5962, 0.0017)  0.115
H (-1.4771, -1.0483, 0.5907)  0.103
H (0.7198, -1.9202, 1.6082)  0.030
H (1.5045, -1.6246, 0.0616)  0.089
H (-0.3715, 0.8728, 1.2266)  -0.045
C (2.9142, -4.7452, 3.7944)  0.056
N (1.9674, -3.7902, 3.1641)  -0.428
O (1.7502, -3.8873, 1.9717)  0.058
O (1.4739, -2.9466, 3.8880)  0.059
H (3.2765, -5.4314, 3.0387)  0.076
H (3.7227, -4.1510, 4.2044)  0.055
H (2.3775, -5.2674, 4.5808)  0.108
C (-1.2897, -5.5746, -3.0274)  0.052
N (-0.0654, -4.7753, -3.3067)  -0.435
O (0.5437, -4.9976, -4.3318)  0.056
O (0.2265, -3.9305, -2.4846)  0.049
H (-1.4349, -6.2688, -3.8462)  0.089
H (-1.1303, -6.0838, -2.0816)  0.102
H (-2.1141, -4.8721, -2.9425)  0.102
C (0.6235, 4.1347, 0.3374)  0.058
N (-0.7906, 4.5939, 0.2612)  -0.421
O (-1.0053, 5.7360, -0.0969)  0.047
O (-1.6466, 3.7972, 0.5914)  0.048
H (1.2629, 4.9511, 0.0233)  0.101
H (0.8123, 3.8482, 1.3692)  0.101
H (0.7291, 3.2708, -0.3110)  0.069
C (-2.2018, 3.5317, -2.7819)  0.041
N (-2.7242, 2.5828, -3.7996)  -0.425
O (-3.3869, 1.6343, -3.4172)  0.040
O (-2.4241, 2.7887, -4.9575)  0.067
H (-2.5271, 3.1996, -1.8031)  0.084
H (-1.1211, 3.4958, -2.8783)  0.075
H (-2.5772, 4.5208, -3.0107)  0.084
C (-3.8037, 8.1357, -0.7284)  0.051
N (-2.9565, 7.0941, -1.3703)  -0.449
O (-3.2715, 5.9306, -1.2161)  0.033
O (-2.0015, 7.4796, -2.0097)  0.067
H (-4.6083, 7.6400, -0.1990)  0.093
H (-3.1639, 8.6973, -0.0546)  0.099
H (-4.1778, 8.7781, -1.5197)  0.100
C (-1.1543, 1.1399, 6.0415)  0.036
N (-0.5708, 0.6294, 4.7724)  -0.444
O (0.4029, 1.1961, 4.3211)  0.004
O (-1.1183, -0.3265, 4.2589)  0.053
H (-0.5816, 2.0079, 6.3447)  0.087
H (-2.1867, 1.4039, 5.8361)  0.097
H (-1.0933, 0.3424, 6.7762)  0.098
C (2.7393, 1.2165, -3.4529)  0.057
N (1.6473, 2.2004, -3.2237)  -0.432
O (1.9319, 3.3793, -3.1850)  0.073
O (0.5247, 1.7518, -3.0902)  0.044
H (3.6691, 1.7632, -3.5539)  0.096
H (2.7503, 0.5470, -2.5993)  0.094
H (2.4913, 0.6722, -4.3594)  0.103
C (-2.1133, 5.9837, 3.4550)  0.056
N (-1.3325, 5.2046, 4.4575)  -0.443
O (-0.4490, 5.7732, 5.0632)  0.073
O (-1.6399, 4.0377, 4.5946)  0.056
H (-1.7290, 6.9964, 3.4385)  0.096
H (-1.9966, 5.4919, 2.4934)  0.071
H (-3.1532, 5.9519, 3.7655)  0.103
C (-0.9274, -3.0582, -7.3786)  0.049
N (-1.8742, -4.2050, -7.2969)  -0.448
O (-2.4037, -4.5861, -8.3193)  0.072
O (-2.0413, -4.6843, -6.1948)  0.052
H (-0.8706, -2.7366, -8.4116)  0.092
H (-1.3155, -2.2750, -6.7341)  0.100
H (0.0311, -3.4110, -7.0088)  0.096
C (5.4517, -1.6898, 6.5605)  0.054
N (5.2992, -2.9708, 5.8188)  -0.444
O (4.9553, -3.9552, 6.4366)  0.078
O (5.5249, -2.9406, 4.6226)  0.044
H (5.2161, -1.8721, 7.6020)  0.095
H (6.4791, -1.3638, 6.4304)  0.101
H (4.7669, -0.9770, 6.1104)  0.104
C (6.2251, -4.6650, 0.4508)  0.049
N (5.4205, -5.8707, 0.7910)  -0.446
O (4.9136, -6.4934, -0.1156)  0.079
O (5.3255, -6.1433, 1.9726)  0.045
H (6.2181, -4.5461, -0.6259)  0.093
H (5.7630, -3.8200, 0.9528)  0.099
H (7.2279, -4.8296, 0.8328)  0.100

- Highest occupied orbital energy: -8.43 eV
- SMILES: CC(=O)OCCCCPF.C[N+](=O)[O-].C[N+](=O)[O-].C[N+](=O)[O-].C[N+](=O)[O-].C[N+](=O)[O-].C[N+](=O)[O-].C[N+](=O)[O-].C[N+](=O)[O-].C[N+](=O)[O-].C[N+](=O)[O-].C[N+](=O)[O-]
- Spin multiplicity: 1

***

[2]
# C17H45O16PbS5

C17H45O16PbS5 as an isolated structure in a non-equilibrium geometry (ωB97M-V/def2-TZVPD, the Open Molecules 2025 dataset).

Last column: Löwdin charge in e.
Element x y z (Å)
Pb (-20.9414, -8.3313, -37.8732)  1.698
C (-17.6428, -5.9304, -35.2080)  -0.079
C (-19.1212, -6.2217, -35.2191)  -0.432
O (-19.6569, -6.8528, -36.3138)  -0.466
H (-17.2758, -5.2419, -35.9741)  0.058
H (-16.9860, -6.8020, -35.2443)  0.082
H (-17.3808, -5.3923, -34.2940)  0.053
H (-19.6834, -5.3158, -34.9674)  0.091
H (-19.2813, -6.8814, -34.3525)  0.089
O (-12.9761, -4.5177, -32.2218)  -0.275
S (-14.3431, -4.0699, -32.2898)  0.639
O (-14.8583, -3.6424, -33.5689)  -0.309
O (-15.2598, -5.2969, -31.6586)  -0.284
C (-16.6586, -5.0389, -31.4541)  -0.263
C (-17.2821, -6.4592, -31.2322)  -0.027
C (-14.6412, -2.7081, -31.0576)  -0.088
H (-16.9063, -4.4740, -32.3556)  0.078
H (-16.7563, -4.3625, -30.6038)  0.107
H (-17.5174, -6.8705, -32.2135)  0.051
H (-18.2185, -6.3190, -30.6937)  0.079
H (-16.5488, -7.0609, -30.7013)  0.084
H (-14.1466, -2.9254, -30.1148)  0.075
H (-15.7098, -2.5204, -30.9821)  0.048
H (-14.2016, -1.8299, -31.5290)  0.069
O (-23.0635, -3.8552, -33.1834)  -0.294
S (-22.5098, -3.4027, -31.9387)  0.649
O (-22.3518, -4.3285, -30.8495)  -0.286
O (-21.0767, -2.6331, -32.3160)  -0.276
C (-20.1234, -3.3317, -33.1054)  -0.287
C (-18.9294, -2.3893, -33.4361)  -0.038
C (-23.4830, -1.9534, -31.3626)  -0.099
H (-20.7249, -3.4825, -34.0085)  0.097
H (-19.9029, -4.3594, -32.8079)  0.108
H (-18.2538, -2.0756, -32.6442)  0.072
H (-19.4460, -1.4572, -33.6868)  0.079
H (-18.5349, -2.6513, -34.4169)  0.069
H (-23.0075, -1.4048, -30.5516)  0.070
H (-24.4377, -2.2332, -30.9173)  0.073
H (-23.6872, -1.3700, -32.2575)  0.067
O (-21.0642, -12.3705, -35.3943)  -0.235
S (-19.9447, -11.4907, -35.5878)  0.637
O (-20.0499, -10.2325, -36.3502)  -0.525
O (-19.4129, -11.1739, -34.1453)  -0.229
C (-18.3855, -10.1861, -34.0017)  -0.247
C (-17.6835, -10.3617, -32.6347)  -0.036
C (-18.5323, -12.3275, -36.3674)  -0.082
H (-18.8379, -9.1963, -34.0708)  0.108
H (-17.6435, -10.2812, -34.7955)  0.113
H (-16.8069, -9.7170, -32.6216)  0.082
H (-17.3421, -11.3969, -32.5803)  0.082
H (-18.3559, -10.2301, -31.7896)  0.087
H (-17.9660, -11.4694, -36.7296)  0.056
H (-18.8887, -12.8532, -37.2503)  0.081
H (-17.9184, -12.8821, -35.6632)  0.087
O (-16.3999, 0.0955, -38.4252)  -0.279
S (-15.7350, -1.1409, -38.7286)  0.674
O (-15.9355, -1.8137, -39.9941)  -0.297
O (-14.0736, -1.0965, -38.3455)  -0.291
C (-13.5283, 0.2010, -38.0893)  -0.270
C (-12.0236, -0.1593, -37.9123)  -0.054
C (-16.0788, -2.3974, -37.4030)  -0.102
H (-13.9436, 0.7017, -37.2149)  0.115
H (-13.6350, 0.8456, -38.9623)  0.119
H (-11.7561, 0.6298, -37.2087)  0.076
H (-11.5364, -0.1320, -38.8850)  0.077
H (-11.8352, -1.1609, -37.5326)  0.077
H (-15.4469, -2.1634, -36.5463)  0.060
H (-15.6920, -3.3845, -37.6536)  0.059
H (-17.1403, -2.4121, -37.1679)  0.051
O (-19.5223, -6.6392, -39.2916)  -0.494
S (-18.2460, -6.1639, -39.8179)  0.648
O (-17.9175, -6.3419, -41.1903)  -0.232
O (-18.1204, -4.5410, -39.4636)  -0.260
C (-19.0697, -3.6468, -40.0613)  -0.250
C (-20.1197, -3.2589, -39.0427)  -0.066
C (-16.9584, -6.6773, -38.7182)  -0.095
H (-19.6005, -3.9705, -40.9575)  0.125
H (-18.4524, -2.7843, -40.3098)  0.116
H (-20.4138, -3.9989, -38.2953)  0.072
H (-21.0493, -2.9493, -39.5200)  0.083
H (-19.7399, -2.4675, -38.3933)  0.074
H (-17.2397, -6.2617, -37.7507)  0.033
H (-16.0145, -6.2665, -39.0672)  0.091
H (-16.9814, -7.7518, -38.5447)  0.082

- Highest occupied orbital energy: -11.66 eV
- Net charge: +1
- ΔE to the lowest compared entry with this formula, charge and spin: 104.1 kcal/mol
- Spin multiplicity: 1

***

Short version: Kohn-Sham gap = 8.31 6.60 eV, in the order given.